{"formula": "C40H76Br12O18S9", "method": "ωB97M-V/def2-TZVPD", "symbols": ["C", "Br", "Br", "Br", "H", "C", "Br", "Br", "Br", "H", "C", "Br", "Br", "Br", "H", "C", "Br", "Br", "Br", "H", "C", "C", "C", "S", "O", "O", "C", "H", "H", "H", "H", "H", "H", "H", "H", "C", "C", "C", "S", "O", "O", "C", "H", "H", "H", "H", "H", "H", "H", "H", "C", "C", "C", "S", "O", "O", "C", "H", "H", "H", "H", "H", "H", "H", "H", "C", "C", "C", "S", "O", "O", "C", "H", "H", "H", "H", "H", "H", "H", "H", "C", "C", "C", "S", "O", "O", "C", "H", "H", "H", "H", "H", "H", "H", "H", "C", "C", "C", "S", "O", "O", "C", "H", "H", "H", "H", "H", "H", "H", "H", "C", "C", "C", "S", "O", "O", "C", "H", "H", "H", "H", "H", "H", "H", "H", "C", "C", "C", "S", "O", "O", "C", "H", "H", "H", "H", "H", "H", "H", "H", "C", "C", "C", "S", "O", "O", "C", "H", "H", "H", "H", "H", "H", "H", "H"], "coordinates": [[-0.4166, -1.7872, 4.0869], [-1.0280, -3.3815, 3.0924], [0.4897, -0.4821, 2.8276], [1.0140, -2.4236, 5.3429], [-1.2576, -1.2819, 4.5617], [1.3382, 5.1021, 1.3781], [2.1576, 6.1908, -0.1179], [1.0307, 3.2784, 0.6699], [-0.3523, 6.0554, 2.0249], [2.0743, 4.9950, 2.1748], [3.3662, 1.2035, -1.4011], [3.2497, 0.9830, 0.5677], [5.2459, 1.3576, -1.9570], [2.3128, 2.6903, -2.0719], [2.9949, 0.2888, -1.8634], [-2.3427, 3.7286, -0.8183], [-1.5795, 5.0289, 0.4969], [-2.6596, 4.5257, -2.6086], [-3.9921, 2.8394, -0.0562], [-1.5876, 2.9715, -1.0297], [-5.0697, -1.3237, 2.6287], [-5.2346, -0.1135, 1.6846], [-4.1204, 0.8772, 2.0347], [-2.6258, -0.1636, 2.4599], [-2.0801, 0.1248, 3.7927], [-1.7210, -0.4040, 1.3410], [-3.6232, -1.6988, 2.5879], [-5.7213, -2.1843, 2.4772], [-5.3272, -1.0762, 3.6585], [-6.2118, 0.3677, 1.7247], [-5.0850, -0.3656, 0.6348], [-4.3352, 1.3854, 2.9747], [-3.6851, 1.6420, 1.3914], [-3.2947, -2.3334, 3.4110], [-3.3946, -2.2050, 1.6500], [5.8701, -2.5983, -1.1331], [5.6171, -3.3406, 0.1747], [4.2273, -3.1548, 0.6024], [3.7386, -1.4537, 0.0346], [4.2407, -0.5752, 1.0807], [2.4211, -1.3237, -0.5736], [4.9894, -1.3682, -1.3100], [5.8323, -3.3064, -1.9610], [6.8761, -2.1789, -1.1285], [6.2334, -2.9041, 0.9607], [5.8565, -4.3993, 0.0750], [3.8879, -3.3368, 1.6222], [3.5838, -3.7555, -0.0403], [5.5008, -0.4155, -1.1725], [4.5368, -1.2497, -2.2945], [-1.9968, 2.9331, 2.2901], [-1.1803, 3.2659, 3.6310], [-2.0005, 2.7880, 4.7957], [-3.7956, 3.0315, 4.3521], [-4.2403, 4.2812, 4.9350], [-4.6132, 1.8166, 4.4329], [-3.4375, 3.4168, 2.5029], [-1.9477, 1.8811, 2.0091], [-1.4264, 3.4440, 1.5145], [-1.0857, 4.3518, 3.6288], [-0.1596, 2.8839, 3.6531], [-1.7769, 3.1291, 5.8065], [-1.8623, 1.7070, 4.8150], [-3.6854, 4.4661, 2.3432], [-4.1875, 3.0483, 1.8030], [0.3163, -3.2760, -0.0454], [-1.0700, -2.5971, -0.4467], [-2.1261, -3.3414, 0.3717], [-1.4721, -5.0122, 0.6352], [-2.4027, -5.9803, 0.0146], [-1.2674, -5.0743, 2.0841], [0.1507, -4.8108, -0.2227], [0.5932, -3.0871, 0.9918], [1.1441, -2.8385, -0.6034], [-1.3100, -2.7492, -1.4990], [-1.0735, -1.5235, -0.2586], [-3.1676, -3.3505, 0.0503], [-2.1543, -2.8948, 1.3656], [-0.0060, -5.0696, -1.2699], [0.8634, -5.5029, 0.2256], [1.8309, 0.8548, 2.5872], [0.9486, 1.4307, 3.7584], [1.1327, 2.9835, 3.8528], [2.9099, 3.1289, 3.6254], [3.6567, 2.7561, 4.8468], [3.1083, 4.4370, 3.0622], [3.0743, 1.7808, 2.3487], [1.3258, 0.8141, 1.6222], [2.0434, -0.1718, 2.8856], [1.4322, 1.0480, 4.6571], [-0.0919, 1.1062, 3.7771], [0.7612, 3.5214, 4.7250], [0.6219, 3.4365, 3.0031], [4.0575, 1.3119, 2.3082], [2.9231, 2.3338, 1.4217], [1.0482, 0.4871, -1.3662], [0.8313, -0.6665, -0.3123], [-0.3683, -0.4380, 0.4918], [-0.6537, 1.3927, 0.5372], [-0.4475, 1.9197, 1.9186], [-1.8399, 1.7816, -0.1682], [0.7632, 1.7548, -0.5638], [0.3262, 0.4374, -2.1812], [2.0308, 0.4461, -1.8362], [1.6988, -0.7899, 0.3362], [0.7392, -1.6545, -0.7633], [-0.4837, -0.9044, 1.4702], [-1.1735, -0.6480, -0.2123], [1.6155, 2.0065, 0.0674], [0.4387, 2.6613, -1.0747], [0.0254, 1.9585, -4.8684], [1.4085, 2.5802, -4.4943], [2.4892, 1.6229, -4.8766], [1.8014, -0.0600, -4.8083], [2.4547, -0.7327, -3.6394], [1.9658, -0.6828, -6.1461], [0.0695, 0.4560, -4.3662], [-0.1518, 1.9862, -5.9436], [-0.7236, 2.5348, -4.3254], [1.3431, 2.8434, -3.4386], [1.5641, 3.5507, -4.9655], [3.4591, 1.6665, -4.3810], [2.7485, 1.6983, -5.9327], [-0.0300, 0.3549, -3.2855], [-0.5674, -0.3238, -4.7838], [-4.0192, 0.4355, -1.0196], [-2.8847, -0.6659, -0.8701], [-2.2147, -0.8996, -2.1580], [-2.2207, 0.6906, -3.1070], [-2.4802, 0.4028, -4.5048], [-1.1026, 1.5137, -2.6211], [-3.8024, 1.3220, -2.2359], [-4.1003, 1.1726, -0.2207], [-4.9886, -0.0574, -1.0922], [-3.2110, -1.6118, -0.4378], [-2.1508, -0.2746, -0.1656], [-2.8583, -1.5743, -2.7225], [-1.1867, -1.2447, -2.0477], [-4.4953, 1.0671, -3.0377], [-3.7468, 2.4105, -2.2489], [0.4874, -2.3435, -2.9767], [0.5846, -3.5591, -3.9178], [1.4625, -4.5770, -3.2784], [2.8754, -3.6771, -2.4149], [4.0235, -3.6560, -3.3530], [3.0622, -4.2182, -1.0871], [1.8634, -2.1690, -2.3060], [-0.3106, -2.5328, -2.2587], [0.2284, -1.5068, -3.6255], [0.9581, -3.2699, -4.9001], [-0.4399, -3.9248, -3.9868], [1.7891, -5.3573, -3.9658], [0.9668, -5.1686, -2.5087], [2.4838, -1.4055, -2.7752], [1.7481, -1.7190, -1.3199]], "forces_ev_per_a": [[0.20, -0.84, -0.41], [2.41, 3.85, 4.63], [-7.83, -15.80, 5.98], [-0.91, 0.62, -0.55], [0.94, -0.41, 0.56], [-0.83, 1.29, -1.38], [-0.70, -0.70, 1.13], [2.56, 14.72, 5.11], [5.50, 3.71, 4.66], [-0.67, 0.99, -0.25], [3.30, -0.18, 0.52], [-1.18, 6.53, -14.25], [-0.28, 3.17, -0.79], [7.06, 1.29, 1.55], [3.47, 0.40, -0.58], [-1.09, 2.84, -1.82], [-4.34, -0.51, -7.27], [-0.16, 0.29, 0.42], [-0.90, 9.00, -3.14], [-1.04, 1.74, -0.98], [-0.54, 0.69, 0.67], [0.46, -0.01, -0.47], [1.35, -1.74, 1.08], [-6.40, -0.99, 3.73], [-0.86, 0.62, -1.85], [-13.31, 1.52, 8.74], [0.34, -0.09, -0.21], [0.07, 0.01, -0.76], [0.03, 0.60, 0.08], [0.00, 0.04, 0.34], [-0.37, -0.70, 0.51], [-0.14, -1.00, -0.64], [-0.57, -1.92, 0.25], [-0.08, 0.37, -0.06], [-0.63, 0.39, 0.54], [1.00, 0.13, -0.51], [1.26, 0.76, 0.99], [-2.18, 1.41, 1.15], [5.59, -5.09, -1.08], [4.51, -7.22, 3.53], [18.45, -1.95, 5.12], [-0.58, -0.74, 0.79], [-0.35, 0.39, -0.09], [0.25, -0.42, 0.04], [0.52, -0.22, -0.05], [-0.05, 0.03, 0.04], [0.59, 0.59, 0.30], [0.97, 0.77, 2.03], [0.18, -1.57, 0.79], [-0.26, -0.50, 0.09], [-3.61, 2.21, 2.81], [-4.57, 0.62, -0.35], [-0.80, -1.35, 0.35], [1.24, 1.87, -1.63], [-0.27, -0.66, 0.37], [0.33, 1.21, 1.81], [-0.52, 0.93, 2.52], [-3.12, 1.53, 1.80], [-1.73, -0.72, 1.42], [-0.09, -0.09, 0.39], [-6.03, -0.52, 0.07], [-0.28, 0.60, -0.18], [-0.33, 0.25, 0.30], [0.72, 0.51, 0.76], [0.30, 0.14, 2.60], [-0.78, -1.17, 0.02], [-0.34, -4.78, 0.61], [0.70, -0.17, 0.09], [-2.52, -0.95, -1.87], [1.90, 1.15, 0.84], [-0.43, -4.48, -2.68], [-1.29, 0.66, 0.51], [-0.39, 0.22, 0.19], [-0.49, -2.39, 0.22], [-0.35, -1.07, 1.13], [0.16, -5.25, -0.40], [0.29, -0.67, -0.62], [0.47, -0.65, -0.83], [-0.39, -0.06, 0.47], [0.05, 0.33, 0.14], [5.34, 6.86, 1.25], [2.37, 3.49, 2.38], [4.75, -0.41, -0.11], [0.97, -1.95, 2.82], [-1.10, 0.60, -1.79], [2.10, 0.10, 0.50], [-0.89, 3.43, 7.29], [0.41, 0.55, 0.29], [4.85, 1.77, -0.37], [-0.05, -0.30, 0.21], [0.55, 1.83, 0.60], [1.02, -0.19, 0.43], [2.68, 0.67, -0.42], [0.16, 0.56, 2.11], [-0.23, 2.63, 2.50], [-2.88, -1.74, 2.06], [-6.05, 5.09, 1.88], [7.13, 3.17, -7.45], [4.43, -3.39, 0.47], [4.67, -6.28, -4.55], [1.33, -4.46, 2.47], [-5.20, -4.53, -3.74], [0.75, -0.19, 2.09], [-4.57, -0.25, 0.45], [-4.51, 2.57, 2.85], [-2.31, 2.53, 0.64], [3.39, -1.90, -3.41], [2.35, 3.76, -0.07], [1.89, -3.68, -1.57], [-0.98, -1.96, -0.90], [0.79, -0.69, -0.09], [-2.12, 0.79, -1.92], [0.36, -0.58, -0.84], [1.22, 0.82, -1.50], [0.92, 7.43, -9.11], [-0.73, 0.69, 2.52], [2.40, -0.36, -2.10], [-0.07, -0.06, 0.00], [0.05, -0.29, -0.64], [-1.43, -0.34, -3.00], [-0.12, -0.05, -0.48], [-0.23, -0.12, 0.51], [-0.23, 0.25, -0.17], [0.95, -0.14, -2.24], [0.18, 0.68, -0.75], [0.22, -2.01, -1.29], [-1.86, 1.86, 0.24], [-0.20, 0.97, -1.96], [-3.29, 0.08, 3.01], [-0.04, 0.65, 0.42], [-2.82, 0.55, 0.25], [1.15, -2.10, -3.21], [0.28, -3.55, -0.50], [-0.04, 0.00, -0.51], [-0.63, 0.58, -0.39], [-3.49, 0.41, -1.66], [0.52, -0.18, -0.62], [-0.77, 0.90, -0.79], [-0.30, 0.03, 0.03], [0.08, -0.70, 0.21], [2.06, -1.00, -1.58], [-0.76, 0.44, 0.30], [1.02, -1.35, 0.38], [-3.00, 0.35, -4.11], [-1.56, 0.34, 1.79], [-1.52, -3.07, -3.20], [-2.57, -6.31, -1.71], [1.60, 0.08, -1.09], [0.01, -0.36, 0.64], [-0.04, -0.03, -0.01], [0.03, -0.42, -0.57], [0.60, 0.31, -0.16], [0.18, 0.41, -0.06], [-0.23, -3.20, 3.17], [-1.55, -3.50, -5.21]], "orbital_gap_ev": 6.93, "homo_energy_ev": -7.7, "e_lumo_ev": -0.73, "largest_force_ev_per_a": 19.2, "e_tot_ha": -37392.42071}